1.
ORCA calculation (ωB97M-V/def2-TZVPD) on the molecule C6H5N3S.

Computed properties:
Frontier orbital gap ... 7.761 eV
Total charge ... 0
E ... -21608.119 eV
Energy relative to the best compared isomer or geometry (same formula, charge and spin) ... 20.09 kJ/mol
SMILES string ... S=c1[nH]cc2cnccn12
Lowest unoccupied orbital energy ... 0.0040 Eh

```
15
C6H5N3S (ωB97M-V/def2-TZVPD)
S -2.5870 -0.8810 -0.0551
N -1.2639 1.5599 0.0540
C 2.3227 0.6955 -0.0555
H 2.3764 -2.5180 -0.0123
H 0.1989 3.0810 0.0300
C 0.0531 2.0326 0.0163
H -2.0890 2.1049 0.1231
H 3.0059 1.5277 -0.1040
C 0.8763 0.9659 -0.0375
H -0.1824 -2.2355 0.2156
N 2.8459 -0.4584 -0.0252
C 0.5786 -1.4295 0.0812
N 0.0384 -0.1404 -0.0102
C 1.9275 -1.5396 0.0326
C -1.3017 0.1766 0.0461
```

***

2.
ORCA calculation (ωB97M-V/def2-TZVPD) on a structure of composition C6H5NO.

Computed properties:
Frontier orbital gap ... 10.360 eV
Total charge ... 0
E ... -9830.246 eV
Energy relative to the best compared isomer or geometry (same formula, charge and spin) ... 864.65 kJ/mol
Lowest unoccupied orbital energy ... 0.0195 Eh

```
13
C6H5NO (ωB97M-V/def2-TZVPD)
H 2.7121 -1.5835 0.5761
O 0.7486 -0.5375 0.8489
H 3.2612 -0.2487 -1.0904
C -0.5549 1.4527 0.3249
H -0.6538 3.5119 -0.8006
C -1.8730 -0.7282 0.2169
C 2.5914 -0.5870 -0.3316
C -0.6456 2.5631 -0.2588
C -0.6381 -0.0217 0.7781
H -0.8668 0.2654 1.7217
H -2.9238 -2.6074 -0.9677
N 1.3440 -0.1444 -0.4064
C -2.5014 -1.3348 -0.6111
```

***

3.
ORCA calculation (ωB97M-V/def2-TZVPD) on the molecule C6H5NO.

Computed properties:
Frontier orbital gap ... 7.784 eV
Total charge ... 0
E ... -9838.733 eV
Energy relative to the best compared isomer or geometry (same formula, charge and spin) ... 45.78 kJ/mol
SMILES string ... C=C1C=NC=CC1=O
Lowest unoccupied orbital energy ... -0.0535 Eh

```
13
C6H5NO (ωB97M-V/def2-TZVPD)
H -0.5653 0.0945 -2.7588
C -0.6295 -0.6117 -1.9383
C 0.7313 1.1879 0.9812
O 0.3991 2.0079 -1.2037
H -0.9633 -1.6247 -2.2114
C 0.5099 0.1338 1.8711
C -0.3800 -1.2488 0.3571
H 0.7718 0.2827 2.9176
N 0.0141 -1.0567 1.5864
H -0.8494 -2.2069 0.0804
H 0.9379 2.1918 1.3884
C 0.3213 1.1329 -0.3901
C -0.2979 -0.2826 -0.6799
```

***

4.
ORCA calculation (ωB97M-V/def2-TZVPD) on a structure of composition C6H5NO.

Computed properties:
Frontier orbital gap ... 9.050 eV
Total charge ... 0
E ... -9836.065 eV
Energy relative to the best compared isomer or geometry (same formula, charge and spin) ... 303.25 kJ/mol
Lowest unoccupied orbital energy ... 0.0235 Eh

```
13
C6H5NO (ωB97M-V/def2-TZVPD)
N -1.6317 -1.3485 -0.0058
C 1.6745 -0.1559 -0.0216
H 1.4553 -2.2656 -0.0160
H -3.3526 -0.0054 0.1723
H 2.5988 -0.1597 0.3541
H 0.6927 1.5121 1.1327
C -2.3617 -0.1690 0.0828
C 0.8629 1.0230 -0.0578
H 1.4304 2.1540 -0.4938
O -1.5863 1.0670 -0.2664
C 0.9980 -1.2753 -0.2511
C -0.3702 0.4585 -0.3169
C -0.4100 -0.8351 -0.3124
```

***

5.
ORCA calculation (ωB97M-V/def2-TZVPD) on a structure of composition C6H5NO4Yb.

Computed properties:
Multiplicity ... 2
Frontier orbital gap (spin up / spin down) ... 9.786 / 9.808 eV
Total charge ... +3
E ... -47476.075 eV
Energy relative to the best compared isomer or geometry (same formula, charge and spin) ... 295.32 kJ/mol
Expectation value of S² ... 0.75
Lowest unoccupied orbital energy (spin up / spin down) ... -0.5658 / -0.5652 Eh

```
17
C6H5NO4Yb (ωB97M-V/def2-TZVPD)
C -1.6674 -0.0028 -1.4001
C -1.1302 0.0005 3.3035
O 0.5211 3.3117 -1.1561
H -0.4700 0.6029 3.9061
H -1.1383 -1.0098 3.6755
Yb 0.5020 -0.0003 -0.9690
O -2.7906 -0.0037 -1.2017
O 0.5289 -3.3120 -1.1553
C 2.6956 0.0023 -1.2666
O 3.8408 0.0037 -1.2186
C -0.6715 -0.0002 1.9538
C 0.5323 -2.1622 -1.2291
H 0.5223 0.4222 -3.1538
N -0.2017 -0.0005 0.9595
H -2.1237 0.4089 3.3346
C 0.5272 2.1620 -1.2291
H 0.5231 -0.4228 -3.1537
```

***

6.
ORCA calculation (ωB97M-V/def2-TZVPD) on the molecule C6H5NS.

Computed properties:
Frontier orbital gap ... 7.757 eV
Total charge ... 0
E ... -18625.888 eV
Energy relative to the best compared isomer or geometry (same formula, charge and spin) ... 111.79 kJ/mol
SMILES string ... N#CC1=CCCC1=S
Lowest unoccupied orbital energy ... -0.0427 Eh

```
13
C6H5NS (ωB97M-V/def2-TZVPD)
C 1.5692 2.0350 -0.1810
H -1.4786 -1.3976 -1.0549
H -0.5883 -1.2186 1.5771
C -0.2498 0.8305 0.8811
C -1.0928 -0.4782 0.7958
H -0.2682 -2.2053 -0.2729
C 0.5807 0.9085 -0.1965
C 0.4842 -0.3185 -1.0236
S 1.4170 -0.8179 -2.3235
C -0.5755 -1.2192 -0.4479
H 0.0466 1.4582 1.7720
H -2.2297 -0.3629 0.8203
N 2.3853 2.7860 -0.3460
```

***

7.
ORCA calculation (ωB97M-V/def2-TZVPD) on the ion C6H5O2 with charge -1.

Computed properties:
Frontier orbital gap ... 7.529 eV
Total charge ... -1
E ... -10393.957 eV
Energy relative to the best compared isomer or geometry (same formula, charge and spin) ... 408.34 kJ/mol
Lowest unoccupied orbital energy ... 0.1489 Eh

```
13
C6H5O2 (ωB97M-V/def2-TZVPD)
O -1.2059 0.9225 1.5029
H -1.2909 1.9268 -1.7199
C -1.0262 0.6717 0.3164
C -1.1698 2.0289 -0.6016
C 1.8736 -0.3291 0.1132
C -0.6300 -0.9786 -0.0032
H -0.2981 2.5624 -0.4708
O -1.4201 -1.8044 -0.4213
C 0.7379 -1.0074 0.3460
C 1.9401 -1.8213 0.3643
H 2.2508 -2.5160 -0.5265
H 2.1911 -2.2023 1.2852
H -1.9524 2.5468 -0.1848
```

***

8.
ORCA calculation (ωB97M-V/def2-TZVPD) on a structure of composition C6H5O3S.

Computed properties:
Frontier orbital gap ... 7.229 eV
Total charge ... -1
E ... -23280.475 eV
Energy relative to the best compared isomer or geometry (same formula, charge and spin) ... 130.04 kJ/mol
Lowest unoccupied orbital energy ... 0.1260 Eh

```
15
C6H5O3S (ωB97M-V/def2-TZVPD)
C -0.3972 -0.0244 0.4734
C 1.0198 0.4095 0.2032
H -0.8207 1.4042 1.8741
O -1.9677 -0.2965 2.3777
H 1.3022 -2.3398 -1.7418
H 0.9253 1.4689 0.2990
O -1.8146 0.1873 -1.6257
O -1.6537 2.0718 -0.3675
C 0.8847 -1.5549 -1.1381
S -0.6245 -1.8769 -0.2498
H 2.5574 -0.4313 -1.3017
C -1.5584 0.9298 -0.7199
C 1.5363 -0.4309 -0.9171
C -1.0863 0.2493 1.7068
H 1.6974 0.2339 1.1274
```